(1)
{"formula": "C6H8O3", "method": "ωB97M-V/def2-TZVPD", "elements": ["C", "C", "C", "C", "C", "C", "O", "O", "O", "H", "H", "H", "H", "H", "H", "H", "H"], "positions_angstrom": [[1.19554, 0.71061, -0.55258], [0.01738, 0.49544, -1.41751], [-1.66095, 0.94223, 0.48438], [1.03126, -1.25023, 0.75592], [-0.26570, -1.18895, 0.48502], [-0.61578, 0.06720, -0.13044], [2.39635, 0.19319, -0.95260], [-1.24365, -2.15009, 0.72694], [2.08669, -1.45040, 1.26836], [2.93053, -0.05312, -0.17710], [-1.06980, -2.58615, 1.56997], [1.24850, 1.62371, 0.03548], [0.16900, -0.30061, -2.14140], [-0.42694, 1.38052, -1.87228], [-2.16236, 0.46366, 1.32419], [-2.42013, 1.22853, -0.25102], [-1.20992, 1.87447, 0.84467]], "orbital_gap_ev": 8.24, "total_charge": 0, "relative_energy_kj_mol": 391.8, "lumo_energy_ev": 0.65}



(2)
{"formula": "C6H8O3", "method": "ωB97M-V/def2-TZVPD", "elements": ["C", "C", "C", "C", "C", "O", "C", "O", "O", "H", "H", "H", "H", "H", "H", "H", "H"], "positions_angstrom": [[-0.44138, 0.63044, 2.35430], [-0.34052, -0.31368, 1.20464], [-0.98622, -0.17624, 0.04572], [-0.72401, -1.06293, -1.12052], [0.51948, -0.56683, -1.90899], [0.72011, -0.75428, -3.07914], [1.49520, 0.23316, -0.96766], [2.38457, -0.29429, -0.36790], [1.39719, 1.56863, -1.09522], [0.53255, 1.08982, 2.53363], [-1.16865, 1.41866, 2.16325], [-0.72691, 0.09670, 3.26052], [0.23286, -1.21406, 1.38929], [-1.57239, 0.71522, -0.15136], [-1.57012, -1.15182, -1.79695], [-0.42948, -2.05941, -0.78973], [0.67772, 1.84091, -1.67389]], "smiles": "C/C=C/CC(=O)C(=O)O", "orbital_gap_ev": 10.00, "total_charge": 0, "relative_energy_kj_mol": 80.3, "lumo_energy_ev": 0.45}



(3)
{"formula": "C6H8O3", "method": "ωB97M-V/def2-TZVPD", "elements": ["C", "C", "C", "C", "O", "O", "C", "C", "O", "H", "H", "H", "H", "H", "H", "H", "H"], "positions_angstrom": [[-2.14894, -1.00949, -0.32060], [-0.85814, -0.80888, -0.12463], [0.32557, -1.30793, 0.43035], [1.18830, -0.28075, 1.38463], [0.78231, 0.03911, 2.47962], [2.50445, -0.31756, 1.06142], [0.15177, 0.21005, -0.40036], [-0.23789, 1.61754, -0.01491], [0.90203, 0.16537, -1.61668], [-2.66126, -1.83997, 0.15108], [-2.75716, -0.27421, -0.83321], [0.89574, -2.04207, -0.13105], [2.61781, -0.38452, 0.09475], [0.65386, 2.24511, 0.04238], [-0.90668, 2.02656, -0.77762], [-0.75872, 1.64762, 0.94354], [0.30694, 0.31402, -2.36872]], "smiles": "C=C1[C@H](C(=O)O)[C@@]1(C)O", "orbital_gap_ev": 9.19, "total_charge": 0, "relative_energy_kj_mol": 381.0, "lumo_energy_ev": 0.38}



(4)
{"formula": "C6H8O3", "method": "ωB97M-V/def2-TZVPD", "elements": ["C", "C", "C", "C", "C", "C", "H", "H", "H", "H", "H", "H", "H", "H", "O", "O", "O"], "positions_angstrom": [[-0.62486, -0.71370, -0.60338], [-1.27437, -0.12503, 0.61309], [-0.69773, -1.21501, 1.53541], [0.59024, -1.23916, 1.14455], [0.67541, -0.32136, 0.10312], [-0.07297, 0.85412, 0.57290], [0.04230, -0.11951, -2.22285], [-0.78835, -1.72096, -0.74097], [-2.38966, 0.11571, 0.42830], [-1.36294, -1.57336, 2.42281], [1.54431, -1.61389, 1.69311], [1.20812, 1.02386, -1.10885], [0.28102, 1.44044, 1.44694], [-0.52316, 1.80257, -1.14424], [-0.73731, 0.13440, -1.76787], [1.73568, 0.12784, -0.40175], [0.30339, 1.88850, -0.45142]], "orbital_gap_ev": 9.30, "total_charge": 0, "relative_energy_kj_mol": 624.7, "lumo_energy_ev": 0.65}



(5)
{"formula": "C6H8O3S", "method": "ωB97M-V/def2-TZVPD", "elements": ["C", "C", "C", "C", "C", "C", "O", "O", "O", "S", "H", "H", "H", "H", "H", "H", "H", "H"], "positions_angstrom": [[2.07958, -1.12402, -0.33295], [2.14486, 0.04271, -0.67229], [-2.72892, 0.02157, 0.06948], [3.73558, -1.05704, 1.92096], [-1.94198, -0.65012, -0.93172], [-2.66665, 1.50934, -0.35622], [3.79307, -2.21314, 2.04663], [3.93452, 0.11028, 1.93698], [-3.23811, -0.36424, 1.10736], [3.92364, 1.65500, 1.28429], [1.87984, -2.12240, -0.03032], [2.30294, 1.04841, -1.14011], [-0.85042, -0.58195, -0.71912], [-2.23428, -0.22660, -1.98813], [-2.22144, -1.73632, -0.90900], [-2.79974, 2.18392, 0.56066], [-1.71069, 1.73217, -0.75895], [-3.40181, 1.77242, -1.08756]], "orbital_gap_ev": 8.64, "total_charge": 0, "relative_energy_kj_mol": 537.8, "lumo_energy_ev": -0.09}



(6)
{"formula": "C6H8O3S", "method": "ωB97M-V/def2-TZVPD", "elements": ["C", "C", "O", "O", "O", "C", "C", "C", "C", "S", "H", "H", "H", "H", "H", "H", "H", "H"], "positions_angstrom": [[2.50859, -1.38752, -0.39780], [1.59561, -0.29314, 0.10064], [1.42450, -0.42109, 1.44999], [2.00730, 0.99310, -0.16846], [0.25423, -0.51760, -0.58191], [-0.93143, -0.05054, -0.18675], [-1.40560, 1.21495, -0.03083], [-2.80913, 1.23962, 0.14806], [-3.37457, 0.00888, 0.13079], [-2.20546, -1.24077, -0.07140], [2.03605, -2.34563, -0.20831], [3.43364, -1.32709, 0.17039], [2.69926, -1.27863, -1.46016], [0.96478, 0.36108, 1.78360], [2.36635, 1.06125, -1.05923], [-0.78290, 2.09015, -0.07710], [-3.37148, 2.14937, 0.25522], [-4.40974, -0.25639, 0.20325]], "smiles": "CC(O)(O)Oc1cccs1", "orbital_gap_ev": 8.91, "total_charge": 0, "relative_energy_kj_mol": 0.0, "lumo_energy_ev": 0.66}



(7)
{"formula": "C6H8O4", "method": "ωB97M-V/def2-TZVPD", "elements": ["O", "C", "C", "C", "C", "O", "C", "O", "C", "H", "H", "H", "H", "H", "H", "O", "H", "H"], "positions_angstrom": [[2.05473, -2.45028, 1.13801], [1.16024, -1.93272, 0.59315], [-0.07791, -1.77290, 0.05605], [-0.72134, -0.42022, 0.06952], [0.48011, 0.28989, -0.47151], [1.32682, 0.67153, 0.38146], [-1.44720, 0.21218, 1.26342], [-2.49737, 0.67971, 0.40195], [-2.02214, -0.09709, -0.69893], [-0.59504, -2.64805, -0.33850], [0.80920, 0.10171, -1.51050], [-1.79959, -0.53272, 1.99089], [-0.91405, 1.03046, 1.76466], [-1.91828, 0.49554, -1.61913], [-2.62339, -0.99969, -0.88310], [3.31282, 2.38271, -0.72588], [2.61954, 1.86143, -0.28999], [2.85284, 3.12851, -1.12154]], "smiles": "O=C=CC1(C=O)COC1.O", "orbital_gap_ev": 9.41, "total_charge": 0, "relative_energy_kj_mol": 356.4, "lumo_energy_ev": -0.22}



(8)
{"formula": "C6H8O5Tl", "method": "ωB97M-V/def2-TZVPD", "elements": ["Tl", "O", "O", "C", "C", "O", "C", "H", "H", "H", "H", "O", "C", "C", "O", "C", "H", "H", "H", "H"], "positions_angstrom": [[0.48071, -3.14262, -1.29112], [1.23124, -1.98081, -0.01528], [2.11005, 0.02646, 0.21850], [2.50381, 0.70119, 1.41665], [1.30851, 0.48112, 2.34274], [0.64991, -0.64361, 1.75882], [1.07625, -0.82340, 0.47504], [3.42256, 0.23886, 1.79835], [2.68012, 1.75549, 1.18013], [0.62109, 1.33624, 2.36180], [1.59879, 0.21129, 3.36300], [-0.69623, -0.59419, -1.62338], [-1.88020, -0.07719, -2.30705], [-2.58767, 0.66769, -1.17695], [-1.72911, 0.39279, -0.02360], [-0.65641, -0.18445, -0.39701], [-1.49804, 0.54175, -3.12240], [-2.43739, -0.92630, -2.70998], [-3.57674, 0.26778, -0.93793], [-2.62126, 1.75192, -1.31032]], "s_squared": 0.756, "orbital_gap_ev": [9.63, 4.75], "total_charge": 2, "multiplicity": 2, "relative_energy_kj_mol": 11.8, "lumo_energy_ev": [-8.50, -13.29]}



(9)
{"formula": "C6H8O6Tl", "method": "ωB97M-V/def2-TZVPD", "elements": ["O", "C", "O", "O", "C", "H", "C", "H", "H", "H", "O", "C", "C", "O", "O", "C", "H", "H", "H", "H", "Tl"], "positions_angstrom": [[2.27890, 0.34327, -1.19673], [3.19764, 1.06959, -0.56226], [3.91218, 0.31408, 0.26885], [3.34262, 2.25323, -0.69898], [2.23313, -0.98756, -0.67376], [2.18802, -1.69171, -1.53362], [3.49262, -1.05401, 0.20071], [4.29735, -1.64779, -0.24780], [3.29213, -1.40658, 1.21775], [1.31252, -1.14823, -0.09564], [-1.71163, 1.38103, 1.13372], [-2.48599, 1.70332, 0.19798], [-2.65948, -1.42914, -0.06203], [-2.40602, 2.80084, -0.41049], [-3.45233, 0.86685, -0.21315], [-3.59676, -0.40165, 0.46203], [-1.62504, -1.42804, 0.28467], [-3.01546, -2.22705, -0.71427], [-3.44586, -0.23668, 1.53832], [-4.63923, -0.68944, 0.28622], [-0.50933, 3.61566, 0.81850]], "s_squared": 0.754, "orbital_gap_ev": [8.68, 9.63], "total_charge": 0, "multiplicity": 2, "relative_energy_kj_mol": 0.0, "lumo_energy_ev": [-0.03, -0.14]}



(10)
{"formula": "C6H8O6Tl", "method": "ωB97M-V/def2-TZVPD", "elements": ["O", "C", "O", "O", "C", "C", "C", "C", "O", "C", "O", "Tl", "H", "H", "H", "H", "H", "H", "H", "O", "H"], "positions_angstrom": [[-1.67522, 0.00585, 0.24792], [-2.07485, 1.08950, 0.87063], [-3.25175, 1.36784, 0.96274], [-1.17041, 1.89693, 1.40561], [0.19601, 1.62635, 1.35355], [0.95094, 2.14011, 0.39029], [2.43797, 1.97568, 0.34818], [2.94327, 1.20328, -0.84674], [2.36605, -0.17614, -0.88774], [3.00829, -1.22008, -0.61618], [2.93987, -1.81966, 0.49069], [-5.17709, 0.76647, 0.37626], [-0.71925, -0.02138, 0.08619], [0.55859, 1.03524, 2.19635], [0.47988, 2.73458, -0.39797], [2.81890, 1.53192, 1.28430], [2.91382, 2.96601, 0.26649], [4.03094, 1.08150, -0.84380], [2.60227, 1.61062, -1.80182], [3.81258, -1.73499, -1.63194], [4.25970, -2.57307, -1.41234]], "s_squared": 0.756, "orbital_gap_ev": [9.56, 4.47], "total_charge": 2, "multiplicity": 2, "relative_energy_kj_mol": 0.0, "lumo_energy_ev": [-7.55, -12.64]}



(11)
{"formula": "C6H8OPPr", "method": "ωB97M-V/def2-TZVPD", "elements": ["C", "C", "C", "C", "C", "Pr", "P", "H", "H", "H", "H", "H", "H", "H", "H", "O", "C"], "positions_angstrom": [[-0.30530, -0.75254, -1.96567], [-0.59896, 0.13532, -2.95718], [-0.44660, 1.56150, -2.95397], [0.27280, 2.30004, -1.93913], [0.76841, 1.85919, -0.74726], [-0.94214, 0.42389, -0.17364], [0.19913, -2.32813, 0.80843], [-0.27359, -1.80618, -2.29314], [-0.99748, -0.26993, -3.90223], [-0.65950, 2.10990, -3.89252], [1.48692, 2.54462, -0.25813], [0.43180, 3.38454, -2.16247], [1.43850, -2.71476, 1.39121], [0.20299, -3.42721, -0.13249], [-0.58318, -3.04435, 1.76432], [0.10338, 0.00752, 3.56012], [-0.09729, 0.01658, 2.42295]], "s_squared": 2.007, "orbital_gap_ev": [5.17, 5.19], "total_charge": 0, "multiplicity": 3, "lumo_energy_ev": [-0.82, -0.80]}



(12)
{"formula": "C6H8OS", "method": "ωB97M-V/def2-TZVPD", "elements": ["C", "C", "C", "C", "C", "C", "H", "H", "H", "H", "H", "H", "H", "H", "O", "S"], "positions_angstrom": [[-0.52776, 1.04006, 1.28108], [0.33831, 0.68530, 0.06324], [1.71747, 1.01269, -0.35583], [0.04776, -0.82716, -0.49004], [-1.34428, -1.28286, -0.74795], [-2.53225, -1.58805, -0.99088], [-0.30174, 2.11458, 1.35493], [-0.16274, 0.83523, 2.34186], [-1.61464, 1.04763, 0.95783], [2.34314, 0.09599, -0.70665], [2.10274, 1.52130, 0.45536], [0.66034, -0.87769, -1.49078], [1.84351, -2.32445, 0.00751], [-3.65186, -1.70526, -0.82120], [0.65195, -1.71284, 0.53261], [0.43006, 1.96554, -1.39108]], "orbital_gap_ev": 8.40, "total_charge": 0, "relative_energy_kj_mol": 663.9, "lumo_energy_ev": -0.68}